(1)
C2H6N4O | the ωB97M-V functional and the def2-TZVPD basis

Structure (ORCA input):
```
! wB97M-V def2-TZVPD RIJCOSX def2/J DEFGRID3
* xyz 0 1
C -0.01 0.11 0.67
C -1.48 -0.18 0.67
N 0.89 0.59 -1.63
N 0.76 -0.94 0.17
N 0.80 -0.76 -1.24
N 0.42 1.36 -0.73
O 0.37 2.54 -0.52
H 0.35 0.53 1.65
H -1.65 -0.78 1.51
H -1.69 -0.80 -0.31
H -2.08 0.64 0.83
H 1.71 -1.04 0.48
H 1.62 -1.25 -1.56
*
```

The HOMO energy is -8.562 eV. As for the total energy: -373.8810 hartree. The calculation puts the energy above the lowest of the compared OMol25 structures with the same formula, charge and spin at 602.3 kJ/mol. The value obtained for the HOMO-LUMO gap is 9.32 eV.

Here are the Löwdin charges for atoms 1 to 8, given in e: C -0.20; C -0.06; N 0.06; N -0.05; N -0.08; N -0.24; O -0.02; H 0.15

(2)
C50H46BF4MoN3P2SSiTe | the ωB97M-V functional and the def2-TZVPD basis

Structure (ORCA input):
```
! wB97M-V def2-TZVPD RIJCOSX def2/J DEFGRID3
* xyz 2 3
Mo -0.24 -0.13 -0.21
C 2.93 -2.43 -0.73
Si 2.24 -0.79 -0.14
C 2.65 -0.75 1.69
C 3.99 -0.95 2.06
C 4.37 -1.06 3.38
C 3.42 -0.98 4.39
C 2.09 -0.78 4.06
C 1.70 -0.67 2.72
P -0.04 -0.29 2.35
C -0.53 1.07 3.45
C -1.06 0.79 4.72
C -1.34 1.83 5.59
C -1.09 3.15 5.22
C -0.57 3.42 3.97
C -0.29 2.39 3.09
C -1.05 -1.67 2.96
C -0.50 -2.87 3.39
C -1.33 -3.88 3.88
C -2.70 -3.68 3.95
C -3.25 -2.48 3.52
C -2.44 -1.48 3.02
C 3.14 0.47 -1.23
C 4.39 0.20 -1.82
C 4.99 1.11 -2.68
C 4.37 2.32 -2.95
C 3.16 2.63 -2.35
C 2.55 1.70 -1.52
P 1.11 2.09 -0.50
C -0.07 3.15 -1.35
C -0.01 3.36 -2.73
C -0.89 4.24 -3.34
C -1.85 4.90 -2.58
C -1.93 4.67 -1.22
C -1.06 3.79 -0.60
C 1.93 3.18 0.73
C 2.89 2.66 1.60
C 3.57 3.49 2.47
C 3.31 4.85 2.48
C 2.38 5.38 1.60
C 1.69 4.55 0.73
H 4.02 -2.33 -0.76
H 2.59 -2.77 -1.71
H 2.70 -3.22 -0.02
H 4.76 -1.01 1.29
H 5.42 -1.20 3.64
H 3.71 -1.06 5.43
H 1.35 -0.69 4.85
H -1.26 -0.22 5.03
H -1.75 1.61 6.57
H -1.31 3.95 5.91
H -0.38 4.45 3.67
H 0.12 2.63 2.13
H 0.57 -3.03 3.35
H -0.90 -4.81 4.23
H -3.34 -4.45 4.36
H -4.32 -2.31 3.59
H -2.88 -0.53 2.72
H 4.91 -0.72 -1.61
H 5.95 0.88 -3.12
H 4.85 3.04 -3.61
H 2.72 3.61 -2.51
H 0.72 2.84 -3.33
H -0.84 4.41 -4.41
H -2.54 5.58 -3.06
H -2.70 5.16 -0.63
H -1.15 3.62 0.46
H 3.11 1.60 1.61
H 4.30 3.07 3.14
H 3.85 5.50 3.16
H 2.19 6.45 1.59
H 0.97 4.99 0.05
F -3.55 2.82 -0.45
B -3.44 1.47 -0.37
F -4.45 0.88 0.34
F -2.14 1.14 0.35
F -3.26 0.86 -1.63
N 0.32 -3.28 0.19
C -0.03 -2.16 -0.02
H -0.21 -4.14 0.30
C -2.92 -3.83 0.20
Te -2.64 -1.76 -0.28
C -2.84 -2.47 -2.28
C -3.80 -3.63 -2.13
C -4.63 -4.04 -3.16
C -5.47 -5.12 -2.98
C -5.51 -5.79 -1.76
C -4.69 -5.37 -0.72
C -3.83 -4.30 -0.91
H -3.38 -3.86 1.19
H -1.97 -4.36 0.24
H -1.85 -2.77 -2.63
H -3.21 -1.64 -2.87
H -4.62 -3.50 -4.10
H -6.13 -5.43 -3.78
H -6.18 -6.62 -1.62
H -4.73 -5.88 0.23
C -0.98 -0.48 -5.72
N 0.34 -0.67 -5.13
C 1.48 -1.01 -5.84
C 2.51 -1.05 -4.98
N 1.99 -0.72 -3.74
C 0.67 -0.48 -3.83
S -0.50 0.01 -2.67
H -1.06 -1.14 -6.58
H -1.10 0.56 -6.03
H -1.74 -0.73 -4.98
H 1.43 -1.20 -6.90
H 3.55 -1.26 -5.12
H 2.52 -0.56 -2.90
*
```

The HOMO energy (spin up / spin down) is -13.192 / -13.330 eV. As for the total energy: -4227.9200 hartree. The calculation puts the energy above the lowest of the compared OMol25 structures with the same formula, charge and spin at 110.0 kJ/mol. The value obtained for the HOMO-LUMO gap (spin up / spin down) is 7.37 / 6.51 eV.

Here are the Löwdin charges for atoms 1 to 8, given in e: Mo 0.71; C -0.19; Si 0.57; C -0.31; C -0.08; C -0.04; C -0.04; C -0.07